{
  "formula": "C5H15N2O",
  "method": "ωB97M-V/def2-TZVPD",
  "elements": ["H", "H", "H", "C", "H", "H", "H", "C", "H", "O", "H", "H", "H", "C", "C", "H", "H", "N", "N", "H", "H", "H", "C"],
  "coordinates": [[1.23393, -0.39237, -2.85153], [-0.65818, 0.25554, -1.82318], [-1.88271, -1.68032, 0.15515], [1.15266, 0.45084, 1.03190], [-2.68569, -0.00339, 2.28887], [1.36948, 1.52000, 0.93859], [-0.95702, -0.75739, 2.34031], [-1.80208, -0.37368, 1.78569], [0.19417, 1.63434, -1.28992], [2.65787, 0.68289, -1.82979], [2.38168, 1.60525, -1.74337], [1.66836, -0.98223, -1.21894], [0.88580, 0.16789, 2.04345], [-1.27856, 0.61666, 0.70294], [0.22615, 0.52793, -1.24234], [2.00538, -0.12738, 0.68814], [-1.11030, 1.58169, 1.17681], [0.00462, 0.14295, 0.13611], [-2.26875, -1.70795, 1.11146], [-2.06142, 0.64475, -0.05010], [-3.24085, -1.80538, 0.78825], [-1.86679, -2.53364, 1.52578], [1.50691, -0.10782, -1.85880]],
  "atomic_forces_ev_per_a": [[0.0, -0.4, -0.8], [-0.1, -0.2, 0.0], [0.5, -0.3, 0.3], [-0.4, -1.4, -0.3], [0.4, 0.2, 0.6], [-0.1, 0.0, 0.0], [-0.3, 0.5, 1.0], [0.1, -1.0, -1.3], [0.2, -0.1, 0.2], [-0.5, 0.3, 0.5], [0.5, 0.0, -0.4], [0.3, -0.4, -0.6], [0.2, 0.2, 0.2], [-0.9, -2.2, 0.7], [-0.1, -0.7, -0.8], [0.3, 0.1, 0.1], [0.0, 0.2, -0.1], [0.4, 3.4, 0.5], [0.4, 1.5, -2.6], [0.2, 0.5, -0.4], [-0.4, -0.1, 1.4], [-0.4, -0.6, 0.6], [-0.5, 0.4, 1.2]],
  "lowdin_spin": [0.00, 0.01, 0.00, 0.06, 0.00, 0.03, 0.00, 0.01, 0.05, 0.02, 0.00, 0.00, 0.00, 0.05, 0.08, 0.01, 0.02, 0.64, 0.00, 0.00, 0.00, 0.00, 0.01],
  "total_energy_ev": -10435.8102,
  "total_charge": 2,
  "relative_energy_kcal_mol": 63.6,
  "lumo_ev": [-7.4, -12.0],
  "spin_multiplicity": 2,
  "orbital_gap_ha": [0.385, 0.212]
}